Molecular formula: C34H65BINO3
Method: DFT, ωB97M-V/def2-TZVPD

Last column: Löwdin charge in e.
CARTESIAN COORDINATES (ANGSTROEM)
1 I -0.3207 1.7034 3.9370  0.80
2 O 1.9163 -2.3883 1.0457  -0.05
3 O -5.4436 -2.1710 1.5178  0.09
4 O 1.2306 -3.0584 3.0797  0.09
5 N -3.3733 -3.0179 2.2437  0.07
6 C -1.9664 -1.9833 -8.5758  -0.11
7 C -0.3944 0.1101 -0.7323  -0.19
8 C 7.2475 -0.7556 5.1849  -0.27
9 C 0.9373 -0.6939 -0.4201  -0.15
10 C 0.9786 -1.2641 1.0383  -0.17
11 C -2.7864 -3.4249 0.9809  -0.22
12 C -0.6420 1.2589 0.3385  -0.21
13 C -4.1936 -0.5501 2.7103  -0.10
14 C -2.1234 -2.5843 -7.1833  -0.27
15 C -5.4435 7.2086 -2.3424  -0.11
16 C -4.5841 4.3633 -0.0345  -0.27
17 C 3.6160 -2.9158 2.9124  0.01
18 C -1.6348 -4.3429 1.0732  -0.03
19 C 7.1282 -2.1876 5.6932  -0.11
20 C -4.3344 4.4859 1.4643  -0.11
21 C -0.9455 -4.8850 -0.0788  -0.07
22 C 10.0095 -0.7838 3.7181  -0.27
23 C -4.9557 7.3423 -0.9039  -0.27
24 C -2.5253 -3.5650 -1.5165  -0.08
25 C 8.7050 -1.3184 3.1267  -0.23
26 C -1.9967 0.9867 1.1149  -0.19
27 C -3.5852 5.1541 -0.8793  -0.23
28 C -3.2238 -3.0120 -0.3454  -0.02
29 C -2.8621 -1.6655 -6.2099  -0.23
30 C 10.2421 0.6941 3.4235  -0.11
31 C -3.6047 6.6691 -0.6604  -0.23
32 C 7.4307 -0.6661 3.6690  -0.23
33 C -0.6890 -1.1544 -4.0144  -0.11
34 C 2.1601 -2.7827 2.3593  -0.49
35 C -4.3903 -1.9884 2.0874  -0.41
36 C -2.1675 -0.3323 -5.9206  -0.23
37 C -0.7486 -0.4476 -5.3632  -0.26
38 C -2.7973 -0.3645 3.4254  -0.21
39 C -1.4139 -4.5038 -1.4104  -0.09
40 B -1.8258 0.6925 2.6857  -0.76
41 H 8.0683 -0.2496 5.7007  0.10
42 H 0.2388 1.3037 1.0241  0.05
43 H -2.8575 7.1227 -1.3207  0.11
44 H 1.7834 0.0302 -0.5759  0.12
45 H -1.3699 -1.0690 -8.5552  0.07
46 H -2.5593 0.1250 0.6488  0.09
47 H -3.0080 0.0959 4.4378  0.09
48 H -5.7118 6.9443 -0.2212  0.10
49 H -1.2308 -0.6284 -0.8167  0.09
50 H 8.7260 -1.1834 2.0397  0.11
51 H 10.2631 0.8766 2.3466  0.07
52 H -4.9787 -0.4836 3.5192  0.13
53 H -1.4624 -2.6905 -9.2374  0.07
54 H -0.1008 -5.5902 0.0862  0.10
55 H -2.2470 -1.3189 3.6308  0.11
56 H -1.0417 -2.1858 -4.0834  0.06
57 H -2.9413 -1.7499 -9.0099  0.07
58 H -4.5129 3.3068 -0.3137  0.10
59 H -3.8606 -1.4550 -6.6084  0.11
60 H 6.2833 -2.6978 5.2234  0.06
61 H -3.2786 6.8948 0.3598  0.10
62 H 8.0336 -2.7640 5.4921  0.07
63 H 3.5527 -3.5044 3.8664  0.09
64 H 0.9872 -1.5628 -1.1250  0.11
65 H -6.3931 7.7320 -2.4690  0.07
66 H 4.2920 -3.5046 2.2385  0.09
67 H -0.9320 -4.9239 -2.3262  0.10
68 H -4.0644 -2.2984 -0.4707  0.10
69 H 7.4065 0.3878 3.3742  0.10
70 H 6.5688 -1.1333 3.1790  0.09
71 H -0.3401 0.5611 -5.2458  0.11
72 H -3.3297 4.1384 1.7204  0.07
73 H 10.0389 -0.9520 4.7984  0.10
74 H 10.8409 -1.3567 3.2958  0.10
75 H -0.0968 -0.9604 -6.0763  0.10
76 H -4.4402 5.5164 1.8089  0.07
77 H -5.6082 4.6715 -0.2628  0.10
78 H 11.1988 1.0158 3.8394  0.07
79 H 4.0560 -1.9208 3.1820  0.08
80 H -2.8391 -3.2896 -2.5551  0.09
81 H -1.1404 -2.8536 -6.7865  0.10
82 H -2.1386 0.2702 -6.8340  0.10
83 H -3.7680 4.9356 -1.9362  0.10
84 H -1.2977 -0.6316 -3.2747  0.06
85 H -4.4580 0.2570 1.9804  0.12
86 H 0.3398 -1.1814 -3.6476  0.07
87 H -0.0188 -1.5983 1.4319  0.13
88 H 6.9674 -2.1924 6.7734  0.07
89 H -2.5737 4.7879 -0.6693  0.10
90 H -2.7025 1.8727 1.0526  0.10
91 H 9.4639 1.3203 3.8646  0.07
92 H -3.0224 -2.2050 -5.2707  0.09
93 H 1.4276 -0.4922 1.7240  0.12
94 H -3.8666 -3.8255 2.6494  0.15
95 H 8.6610 -2.3995 3.2930  0.10
96 H -1.2749 -4.6359 2.0838  0.11
97 H -5.0539 3.8779 2.0179  0.07
98 H -0.7283 2.2733 -0.1412  0.11
99 H -0.2607 0.5974 -1.7380  0.10
100 H -2.6857 -3.5194 -7.2705  0.10
101 H -4.7225 7.6431 -3.0387  0.07
102 H -4.8590 8.4066 -0.6679  0.10
103 H 6.3357 -0.2141 5.4557  0.10
104 H -5.6036 6.1643 -2.6183  0.06
105 H -2.7835 0.2310 -5.2108  0.11

Output
HOMO-LUMO gap = 9.1 eV
E_tot = -1937.4875 Eh
SMILES = CC(=O)OCCCCCB(I)CCC(=O)Nc1ccccc1.CCCCCC.CCCCCC.CCCCCC
molar mass = 673.6 g mol⁻¹
spin multiplicity = 1
E_LUMO = 0.015 Eh